(1)
An isolated molecule of C18H24N2O4S, computed with ωB97M-V/def2-TZVPD.

Structure (XYZ):
```
49
C18H24N2O4S, DFT ωB97M-V/def2-TZVPD
C -3.517 -1.970 1.468
C -3.342 -1.810 -0.037
O -2.111 -1.167 -0.351
C -1.022 -1.933 -0.407
O -1.036 -3.128 -0.191
C 0.171 -1.168 -0.756
C 0.275 0.230 -1.022
S -1.029 1.431 -1.009
O -0.440 2.736 -1.201
O -2.050 1.059 -1.941
N -1.666 1.362 0.565
C -3.032 1.837 0.597
C -0.792 2.026 1.516
C 0.438 1.205 1.780
C 0.312 -0.130 2.143
C 1.433 -0.903 2.381
C 2.696 -0.345 2.273
C 2.829 0.990 1.931
C 1.706 1.761 1.684
C 1.593 0.493 -1.307
C 2.277 1.756 -1.676
N 2.288 -0.684 -1.216
C 3.708 -0.792 -1.401
C 1.446 -1.696 -0.878
C 1.909 -3.092 -0.680
H -3.423 -1.004 1.958
H -4.498 -2.386 1.681
H -2.757 -2.643 1.858
H -3.367 -2.791 -0.524
H -4.113 -1.164 -0.460
H -3.092 2.928 0.506
H -3.547 1.383 -0.245
H -3.502 1.526 1.531
H -0.511 3.022 1.145
H -1.352 2.147 2.450
H -0.674 -0.561 2.222
H 1.321 -1.943 2.650
H 3.573 -0.947 2.463
H 3.812 1.434 1.858
H 1.811 2.799 1.408
H 2.677 1.696 -2.688
H 3.100 1.961 -0.992
H 1.558 2.568 -1.633
H 4.236 -0.357 -0.548
H 4.010 -0.265 -2.305
H 3.988 -1.838 -1.493
H 2.334 -3.499 -1.598
H 1.055 -3.699 -0.394
H 2.662 -3.142 0.106
```

Values from the calculation:
LUMO energy, eV: 0.66
E_HOMO, eV: -8.283
Multiplicity: 1
Maximum force, Eh/bohr: 0.019
Kohn-Sham gap, eV: 8.94
Structure (SMILES): CCOC(=O)c1c(S(=O)(=O)N(C)Cc2ccccc2)c(C)n(C)c1C

Population analysis type Mulliken, resulting atomic charges in e: atom 1 (C): -1.082, atom 2 (C): -0.475, atom 3 (O): -0.142, atom 4 (C): 0.699, atom 5 (O): -0.713, atom 6 (C): 1.158, atom 7 (C): 0.220, atom 8 (S): 1.674, atom 9 (O): -0.841, atom 10 (O): -0.768, atom 11 (N): 0.402, atom 12 (C): -1.319, atom 13 (C): -1.218, atom 14 (C): 0.594, atom 15 (C): -0.151, atom 16 (C): -0.651, atom 17 (C): -0.566, atom 18 (C): -0.674, atom 19 (C): -0.443, atom 20 (C): 0.071, atom 21 (C): -2.049, atom 22 (N): 0.405, atom 23 (C): -1.116, atom 24 (C): -0.356, atom 25 (C): -2.133, atom 26 (H): 0.183, atom 27 (H): 0.435, atom 28 (H): 0.303, atom 29 (H): 0.397, atom 30 (H): 0.375, atom 31 (H): 0.380, atom 32 (H): 0.390, atom 33 (H): 0.348, atom 34 (H): 0.407, atom 35 (H): 0.466, atom 36 (H): 0.482, atom 37 (H): 0.425, atom 38 (H): 0.449, atom 39 (H): 0.456, atom 40 (H): 0.373, atom 41 (H): 0.505, atom 42 (H): 0.368, atom 43 (H): 0.400, atom 44 (H): 0.316, atom 45 (H): 0.324, atom 46 (H): 0.445, atom 47 (H): 0.480, atom 48 (H): 0.383, atom 49 (H): 0.384

(2)
An isolated molecule of C2H2BrNO3S in a non-equilibrium geometry, computed with ωB97M-V/def2-TZVPD.

Structure (XYZ):
```
10
C2H2BrNO3S, DFT ωB97M-V/def2-TZVPD
C -0.358 0.297 0.304
C 0.780 -0.496 0.253
N -1.160 0.700 1.426
O -0.735 0.453 -0.979
O 1.572 0.297 -2.167
O 0.046 -1.624 -2.203
S 0.556 -0.473 -1.508
Br 2.234 -1.022 1.256
H -0.860 0.635 2.330
H -2.076 1.233 1.289
```

Values from the calculation:
LUMO energy, eV: 0.29
E_HOMO, eV: -9.069
Multiplicity: 1
Maximum force, Eh/bohr: 0.120
Kohn-Sham gap, eV: 9.36

Population analysis type Mulliken, resulting atomic charges in e: atom 1 (C): 0.633, atom 2 (C): -0.116, atom 3 (N): -0.415, atom 4 (O): -0.347, atom 5 (O): -0.519, atom 6 (O): -0.531, atom 7 (S): 0.922, atom 8 (Br): -0.057, atom 9 (H): 0.186, atom 10 (H): 0.245

(3)
A structure of composition C27H32BF2Ge2INNiSe in a non-equilibrium geometry, computed with ωB97M-V/def2-TZVPD.

Structure (XYZ):
```
68
C27H32BF2Ge2INNiSe, DFT ωB97M-V/def2-TZVPD
Ni 0.287 -0.544 -0.938
C 4.796 1.073 0.648
C 3.859 0.416 -0.366
Ge 2.137 -0.234 0.432
C 2.482 -1.961 1.417
C 3.703 -1.966 2.335
C 1.728 1.050 1.871
C 0.519 1.596 2.009
Ge -0.731 1.141 0.466
C -2.525 0.540 1.219
C -3.490 1.546 1.847
C -0.979 2.773 -0.712
C -1.321 4.125 -0.092
C 0.177 2.464 3.163
C 0.931 2.465 4.345
C 0.629 3.319 5.392
C -0.452 4.187 5.306
C -1.235 4.172 4.163
C -0.922 3.321 3.114
H 5.710 1.431 0.164
H 5.086 0.370 1.432
H 4.320 1.931 1.127
H 4.349 -0.429 -0.856
H 3.609 1.126 -1.157
H 2.575 -2.746 0.665
H 1.577 -2.177 1.995
H 4.619 -1.823 1.760
H 3.786 -2.921 2.864
H 3.640 -1.172 3.083
H 2.534 1.263 2.577
H -2.289 -0.244 1.944
H -3.025 0.052 0.382
H -3.114 1.937 2.792
H -4.452 1.066 2.054
H -3.683 2.390 1.180
H -1.751 2.480 -1.429
H -0.048 2.865 -1.275
H -2.289 4.110 0.413
H -1.372 4.897 -0.866
H -0.564 4.432 0.631
H 1.758 1.776 4.453
H 1.242 3.306 6.286
H -0.680 4.862 6.123
H -2.097 4.825 4.086
H -1.533 3.320 2.225
I -1.063 -2.522 -0.036
C -1.885 -3.537 -1.743
C -2.480 -4.741 -1.460
C -2.912 -5.571 -2.504
C -2.647 -5.220 -3.797
C -2.004 -4.000 -4.104
C -1.629 -3.706 -5.432
C -0.972 -2.543 -5.726
C -0.778 -1.580 -4.730
C -1.185 -1.782 -3.424
C -1.703 -3.064 -3.064
H -2.579 -5.054 -0.429
H -3.411 -6.505 -2.278
H -2.909 -5.880 -4.615
H -1.853 -4.429 -6.208
H -0.634 -2.346 -6.735
H -0.321 -0.632 -4.989
Se 1.904 -2.034 -2.163
C 2.555 -0.918 -3.420
N 2.997 -0.223 -4.236
F -2.357 -0.152 -1.875
B -1.221 -0.521 -2.521
F -0.413 0.547 -2.778
```

Values from the calculation:
LUMO energy (spin up / spin down), eV: 2.18 / 2.18
E_HOMO (spin up / spin down), eV: -4.435 / -4.434
Multiplicity: 1
Maximum force, Eh/bohr: 0.020
Kohn-Sham gap (spin up / spin down), eV: 6.61 / 6.61
Net charge: -1

Population analysis type Mulliken, resulting atomic charges in e: atom 1 (Ni): -1.281, atom 2 (C): -1.162, atom 3 (C): -0.686, atom 4 (Ge): 0.592, atom 5 (C): -0.605, atom 6 (C): -1.186, atom 7 (C): -0.908, atom 8 (C): 0.484, atom 9 (Ge): 0.599, atom 10 (C): -0.693, atom 11 (C): -1.179, atom 12 (C): -0.650, atom 13 (C): -1.117, atom 14 (C): 0.198, atom 15 (C): -0.584, atom 16 (C): -0.675, atom 17 (C): -0.391, atom 18 (C): -1.137, atom 19 (C): 0.472, atom 20 (H): 0.373, atom 21 (H): 0.228, atom 22 (H): 0.236, atom 23 (H): 0.374, atom 24 (H): 0.423, atom 25 (H): 0.352, atom 26 (H): 0.371, atom 27 (H): 0.273, atom 28 (H): 0.379, atom 29 (H): 0.267, atom 30 (H): 0.256, atom 31 (H): 0.425, atom 32 (H): 0.306, atom 33 (H): 0.299, atom 34 (H): 0.403, atom 35 (H): 0.233, atom 36 (H): 0.373, atom 37 (H): 0.420, atom 38 (H): 0.224, atom 39 (H): 0.402, atom 40 (H): 0.282, atom 41 (H): 0.418, atom 42 (H): 0.379, atom 43 (H): 0.375, atom 44 (H): 0.376, atom 45 (H): 0.255, atom 46 (I): 0.290, atom 47 (C): -0.197, atom 48 (C): -0.617, atom 49 (C): -0.626, atom 50 (C): -0.838, atom 51 (C): 0.824, atom 52 (C): -0.779, atom 53 (C): -0.825, atom 54 (C): -0.506, atom 55 (C): 0.265, atom 56 (C): 0.316, atom 57 (H): 0.392, atom 58 (H): 0.358, atom 59 (H): 0.348, atom 60 (H): 0.337, atom 61 (H): 0.401, atom 62 (H): 0.426, atom 63 (Se): -0.147, atom 64 (C): 0.404, atom 65 (N): -0.753, atom 66 (F): -0.152, atom 67 (B): 1.413, atom 68 (F): -0.127

(4)
An isolated molecule of C9H11BO3 in a non-equilibrium geometry, computed with ωB97M-V/def2-TZVPD.

Structure (XYZ):
```
24
C9H11BO3, DFT ωB97M-V/def2-TZVPD
O -0.484 2.849 -0.259
B -0.921 1.839 -1.102
O -1.164 1.990 -2.468
C -1.214 0.463 -0.479
O -1.891 -0.543 -1.291
C -1.583 0.366 1.010
C -1.001 -0.953 1.629
C 0.375 -0.848 1.015
C 1.425 -1.614 1.527
C 2.537 -1.639 0.743
C 2.542 -1.123 -0.550
C 1.482 -0.428 -1.078
C 0.435 -0.236 -0.197
H 0.272 3.417 -0.523
H -1.367 2.813 -2.937
H -2.283 0.095 -1.875
H -2.770 0.495 1.212
H -1.196 1.192 1.478
H -1.626 -1.731 1.293
H -1.061 -0.926 2.611
H 1.331 -2.079 2.397
H 3.527 -2.185 0.959
H 3.359 -1.226 -1.107
H 1.277 0.016 -2.004
```

Values from the calculation:
LUMO energy, eV: 0.23
E_HOMO, eV: -8.871
Multiplicity: 1
Maximum force, Eh/bohr: 0.116
Kohn-Sham gap, eV: 9.10
Structure (SMILES): OB(O)[C@]1(O)CCc2ccccc21

Population analysis type Mulliken, resulting atomic charges in e: atom 1 (O): -0.615, atom 2 (B): 0.636, atom 3 (O): -0.648, atom 4 (C): 0.735, atom 5 (O): -0.547, atom 6 (C): -0.916, atom 7 (C): -1.152, atom 8 (C): 0.566, atom 9 (C): -0.990, atom 10 (C): -0.301, atom 11 (C): -0.711, atom 12 (C): -0.771, atom 13 (C): 0.202, atom 14 (H): 0.303, atom 15 (H): 0.313, atom 16 (H): 0.342, atom 17 (H): 0.269, atom 18 (H): 0.427, atom 19 (H): 0.332, atom 20 (H): 0.597, atom 21 (H): 0.632, atom 22 (H): 0.224, atom 23 (H): 0.540, atom 24 (H): 0.533